# 1
C3H7NOS | ωB97M-V with the def2-TZVPD basis set

Summary:
Energy relative to the best compared isomer or geometry (same formula, charge and spin) ... 70.1 kJ/mol
2S+1 ... 1
SMILES ... NC(=O)CCS
Largest force on an atom ... 3.175 eV/A
Orbital gap ... 9.9 eV

Structure (XYZ):
```
13
Properties=species:S:1:pos:R:3:forces:R:3:mulliken_charge:R:1
C -0.58895 -0.16344 -0.30095 0.7 -1.4 -0.4 -0.650
C 0.82514 -0.61890 0.21320 -0.9 2.9 -0.9 -0.478
S 0.77588 -1.90686 1.40416 -0.7 -1.4 0.3 -0.259
C -0.57380 1.23693 -0.85067 -0.2 0.6 2.7 0.435
N -1.48355 1.52888 -1.79960 -0.1 0.8 -1.7 -0.375
O 0.07885 2.09558 -0.27625 0.5 -0.1 -1.1 -0.584
H -1.27102 -0.18028 0.54436 -0.4 -0.1 -0.1 0.358
H -0.89966 -0.79762 -1.13601 -0.4 -0.4 0.5 0.333
H 1.11387 0.31868 0.70295 0.6 -0.3 -0.1 0.308
H 1.38567 -0.73176 -0.71323 0.6 -0.5 0.4 0.348
H 1.90464 -1.74555 2.09866 0.2 0.4 -0.2 0.121
H -1.34647 2.38464 -2.31392 -0.1 0.2 0.4 0.242
H -2.40667 1.15618 -1.89495 0.1 -0.8 0.1 0.202
```
Forces are in eV/Å.

***

# 2
C4H15N2O2 | ωB97M-V with the def2-TZVPD basis set

Summary:
Energy relative to the best compared isomer or geometry (same formula, charge and spin) ... 169.2 kJ/mol
2S+1 ... 2
Charge ... +2
Largest force on an atom ... 3.907 eV/A
Orbital gap (spin up / spin down) ... 11.3 / 5.9 eV

Structure (XYZ):
```
23
Properties=species:S:1:pos:R:3:forces:R:3:mulliken_spin:R:1
C -2.18813 1.86023 0.14423 1.5 1.3 -2.4 0.071
C -0.87415 2.09991 0.87959 0.2 -0.7 1.2 -0.014
C 0.16687 0.99422 0.77993 -0.3 0.6 -0.2 0.009
C 0.04178 -0.19985 1.33025 0.7 -0.4 -0.3 0.001
N 1.07907 -1.25080 1.08823 -0.9 0.5 0.4 0.000
N -2.16673 0.93683 -0.96245 -2.5 -1.3 2.7 0.763
H -2.34170 2.77541 -0.49102 -0.4 0.3 0.7 0.079
H -3.12332 1.82683 0.73001 -0.1 -0.4 -0.2 0.080
H -1.06647 2.27121 1.94681 -0.3 -0.1 -0.2 0.004
H -0.45223 3.04548 0.55263 0.1 0.0 -0.3 0.012
H 1.04961 1.29057 0.21879 0.1 -0.4 0.0 0.003
H -0.78206 -0.56247 1.93184 0.0 0.1 0.1 0.001
H 1.65710 -1.00700 0.27949 0.2 -0.1 -0.1 0.000
H 1.69172 -1.45255 1.88550 0.0 0.3 0.1 0.000
H 0.57899 -2.12712 0.87735 0.6 -0.2 -0.5 0.000
H -3.11318 0.85859 -1.36099 0.4 0.4 -0.8 -0.015
H -1.84859 -0.02353 -0.78955 1.1 0.3 -0.5 0.006
H 0.67308 -4.32626 -0.47657 0.5 0.1 -0.7 0.000
H 1.51359 -3.23451 -1.34720 0.3 -0.7 -0.7 0.000
O 0.98018 -3.41493 -0.58273 -0.9 0.6 1.4 0.000
H 3.62352 -0.15433 -2.42983 -0.2 0.1 -0.2 0.000
H 2.04693 -0.04771 -2.35402 0.4 0.1 -0.7 0.000
O 2.85412 -0.15822 -1.85031 -0.4 -0.2 1.0 0.000
```
Forces are in eV/Å.

***

# 3
C25H46InP2 | ωB97M-V with the def2-TZVPD basis set

Summary:
Energy relative to the best compared isomer or geometry (same formula, charge and spin) ... 18.5 kJ/mol
2S+1 ... 1
Charge ... +1
Largest force on an atom ... 3.238 eV/A
Orbital gap (spin up / spin down) ... 4.0 / 5.5 eV

Structure (XYZ):
```
74
Properties=species:S:1:pos:R:3:forces:R:3:mulliken_charge:R:1
In -0.52371 0.91917 -1.84737 -1.1 1.6 2.6 1.147
C -0.51856 -2.41447 3.36537 2.4 -0.9 -1.8 0.799
C 0.82839 -2.50497 2.92248 -2.5 -0.3 0.2 0.439
C 0.75355 -1.03962 4.69799 -1.8 -0.8 -0.5 0.484
C -0.56843 -1.51364 4.46569 2.5 1.5 1.2 0.384
C 1.61498 -1.65959 3.74663 -0.6 0.3 0.6 0.520
C -1.67921 -3.15242 2.82452 -0.3 -0.2 -0.2 -1.635
H -1.46925 -3.53091 1.81901 -0.1 0.0 0.1 0.304
H -2.56550 -2.50836 2.77599 0.0 -0.1 0.0 0.399
H -1.94074 -4.01630 3.45330 0.0 0.1 -0.1 0.372
C -1.75933 -1.16685 5.26407 -0.3 -0.1 0.2 -1.444
H -2.49839 -1.97458 5.21011 0.0 0.2 0.1 0.406
H -2.23930 -0.24339 4.90887 0.0 -0.1 0.1 0.255
H -1.48114 -1.01871 6.31360 -0.1 0.0 -0.1 0.376
C 1.14841 -0.11678 5.77405 0.1 0.5 0.5 -1.511
H 0.81235 -0.49368 6.74929 0.1 0.2 -0.1 0.344
H 0.70584 0.88081 5.64325 0.1 -0.1 0.1 0.277
H 2.23611 -0.00219 5.81105 -0.2 0.1 0.1 0.397
C 3.07836 -1.48488 3.66718 0.4 0.1 -0.2 -1.529
H 3.61474 -2.19639 4.31589 -0.2 0.1 -0.1 0.280
H 3.36763 -0.47484 3.97978 0.0 -0.2 0.0 0.379
H 3.43386 -1.64694 2.64073 0.0 0.0 0.3 0.352
C 1.33200 -3.35797 1.82026 0.1 -0.2 -0.2 -1.567
H 1.62709 -4.35957 2.16811 0.0 0.2 -0.2 0.289
H 2.20893 -2.89325 1.35869 -0.1 -0.2 -0.1 0.371
H 0.56012 -3.48564 1.05275 0.2 -0.1 0.0 0.282
C -1.59689 1.15925 -3.72155 -0.9 0.0 0.9 -1.061
C -2.21299 -0.23790 -3.75543 -2.3 -0.4 -1.2 0.042
C -1.32553 -1.32291 -4.39185 -0.2 -0.2 0.0 -1.289
C 0.20351 -1.29224 -4.12687 -0.1 -0.4 0.3 -0.874
C 0.81493 -0.40187 -3.04779 2.6 1.1 -1.3 -0.399
C 1.21573 0.94865 -3.29309 1.3 -2.4 -1.6 0.102
C 0.78646 1.73343 -4.51600 -0.2 0.3 0.2 -1.025
C -0.71027 1.55507 -4.86804 -0.2 0.3 -0.6 -1.071
H -1.46412 -1.23518 -5.47467 -0.1 -0.1 0.2 0.524
H 0.72603 -1.09541 -5.08110 -0.2 0.1 0.5 0.325
H -1.70304 -2.32353 -4.12987 0.0 0.4 -0.1 0.433
H -0.80603 0.84502 -5.70109 0.0 0.2 0.2 0.318
H -2.32901 1.93232 -3.44325 0.0 -0.3 -0.5 0.789
H -3.19646 -0.26394 -4.28463 0.7 0.0 -0.6 0.576
H -1.08782 2.50753 -5.24933 0.2 -0.1 -0.2 0.387
H 1.02125 2.80648 -4.35924 -0.1 -0.6 0.0 0.344
H 2.12305 1.34363 -2.83084 -0.6 -0.2 0.6 0.385
H 1.36750 1.42930 -5.40787 0.1 0.0 0.6 0.458
H 0.48790 -2.31828 -3.83088 0.0 0.5 -0.2 0.395
H 1.40809 -0.96053 -2.29792 -0.4 0.6 -0.2 0.743
P -2.80228 -0.54483 -2.04965 2.5 0.8 0.0 0.475
P 1.93193 2.34545 0.46537 -0.7 -0.5 -0.1 0.683
C -0.27189 3.10063 -1.30007 -0.1 0.1 -0.3 -1.326
C 1.03465 3.53733 -0.68181 0.7 -0.2 0.7 -0.931
H -1.11731 3.21957 -0.61044 0.1 0.0 -0.2 0.415
H -0.46028 3.66385 -2.22244 -0.1 -0.1 0.2 0.468
H 1.76537 3.74563 -1.46835 -0.2 0.4 0.1 0.297
H 0.89199 4.41032 -0.02370 0.0 0.1 -0.6 0.622
C 2.52294 3.41638 1.80913 0.3 0.2 -0.3 -1.325
H 2.91939 2.75784 2.59003 0.0 0.3 -0.1 0.335
H 1.66775 3.97269 2.20633 0.2 0.0 0.0 0.380
H 3.29650 4.09257 1.42935 -0.1 0.1 0.4 0.401
C 3.43468 2.00570 -0.52311 0.1 0.2 0.1 -1.318
H 3.65498 2.87663 -1.14910 0.4 -0.2 0.0 0.441
H 3.27331 1.12141 -1.15357 0.2 0.2 0.2 0.235
H 4.26165 1.80174 0.16739 0.0 0.0 -0.3 0.472
C -4.06670 0.63067 -1.52847 -0.5 0.2 0.3 -1.164
H -4.76748 0.17280 -0.81502 0.2 0.1 -0.3 0.399
H -4.63202 1.06395 -2.36789 0.2 -0.3 0.2 0.391
H -3.53193 1.44138 -1.00992 -0.3 -0.2 -0.1 0.327
C -2.70672 -2.19499 -1.37932 -0.8 -0.8 0.4 -0.922
H -2.69806 -2.10586 -0.28376 0.0 0.0 -0.2 0.180
H -1.78309 -2.71139 -1.67813 -0.3 0.4 -0.1 0.312
H -3.57162 -2.80974 -1.65737 0.2 0.0 0.0 0.494
C -0.52063 0.44453 0.28188 0.1 -1.1 0.6 -1.304
H 0.53792 0.32760 0.58950 -1.0 0.0 -0.1 0.247
H -1.10149 -0.46327 0.51517 0.2 0.4 -0.1 0.172
H -0.96267 1.32846 0.75796 0.2 -0.3 -0.1 0.271
```
Forces are in eV/Å.

***

# 4
C7H15N2S | ωB97M-V with the def2-TZVPD basis set

Summary:
Energy relative to the best compared isomer or geometry (same formula, charge and spin) ... 440.6 kJ/mol
2S+1 ... 1
Charge ... +1
Largest force on an atom ... 3.057 eV/A
Orbital gap ... 9.3 eV

Structure (XYZ):
```
25
Properties=species:S:1:pos:R:3:forces:R:3:mulliken_charge:R:1
C -1.60284 -1.88658 0.66438 -1.0 -0.2 -0.6 0.363
C -2.78795 -1.24858 -0.05326 1.2 -0.6 1.8 -0.681
C -2.60129 0.25187 0.00144 2.9 -0.2 -0.1 -0.543
C -1.22828 0.55570 -0.68360 -1.5 -1.7 0.4 -1.154
C 1.04326 0.13381 -0.80896 1.2 -1.8 2.1 -0.891
C 0.07699 1.55192 1.13050 -0.9 1.3 1.1 -0.823
C 3.86459 -0.21471 -0.63671 -0.2 0.8 1.9 -0.890
N -0.62845 -2.31627 1.10587 -0.4 0.3 0.0 -0.453
N -0.05328 0.46781 0.18772 0.5 -0.9 -1.5 0.235
S 2.33941 -0.32966 0.38238 0.8 1.0 -0.6 0.170
H -2.79418 -1.68237 -1.03287 -0.1 0.0 -0.7 0.353
H -3.68586 -1.51211 0.45977 -0.6 -0.5 0.4 0.386
H -3.33700 0.73690 -0.55333 -1.4 0.8 -0.7 0.401
H -2.55855 0.62722 1.01889 -0.5 -0.1 0.2 0.319
H -1.01384 -0.28693 -1.33421 -0.3 0.3 -0.7 0.598
H -1.18629 1.45825 -1.21372 0.0 1.3 -0.7 0.531
H 1.49440 0.93036 -1.33864 -0.1 1.5 -0.4 0.373
H 0.64612 1.26330 2.01764 -0.2 -0.1 -0.2 0.331
H 0.57133 2.42289 0.68433 -0.2 -0.3 -0.1 0.326
H -0.97216 1.81788 1.40579 1.1 0.1 0.2 0.318
H 4.34180 0.79287 -0.48654 -0.4 -1.2 -0.2 0.319
H 3.43597 -0.37245 -1.59114 0.3 -0.2 -1.3 0.365
H 4.43106 -1.06783 -0.23676 0.3 0.6 -0.6 0.402
H 2.36020 -1.62717 0.27345 -0.3 -1.3 0.0 0.185
H -0.15517 -0.46613 0.63761 0.0 0.8 0.3 0.461
```
Forces are in eV/Å.

***

# 5
C42H57FN5O9P2Pt | ωB97M-V with the def2-TZVPD basis set

Summary:
2S+1 ... 1
Charge ... +3
Largest force on an atom ... 2.421 eV/A
Orbital gap (spin up / spin down) ... 5.7 / 5.7 eV

Structure (XYZ):
```
117
Properties=species:S:1:pos:R:3:forces:R:3:mulliken_charge:R:1
Pt -0.30840 -0.10135 0.29713 0.9 -1.1 2.0 2.956
C 4.82777 -2.53758 0.59484 0.0 0.0 0.0 -0.560
C 3.62615 -2.74699 -0.06823 0.0 0.0 0.0 -0.943
C 2.49648 -2.05686 0.32491 -0.1 0.2 0.2 0.052
C 2.59103 -1.15261 1.38250 -0.1 -0.6 -0.6 -0.153
C 3.79901 -0.93176 2.05379 -0.2 0.3 0.1 -0.377
C 4.91300 -1.63647 1.65727 0.0 -0.1 -0.1 -0.771
N 1.43536 -0.44051 1.74774 -0.7 1.4 -1.1 1.261
N 1.34220 0.25980 2.73968 0.2 -0.3 0.0 -1.029
C 0.34034 1.18635 2.80088 0.0 0.1 0.4 0.442
C 0.18106 2.00050 3.92993 0.2 -0.2 0.0 -0.524
C -0.85307 2.90819 3.94991 -0.1 0.0 -0.1 -0.711
C -1.71505 2.99771 2.85226 0.1 0.0 0.1 -0.722
C -1.55438 2.18074 1.73546 0.1 0.1 0.0 -0.380
C -0.52385 1.26401 1.70154 -0.4 0.5 -0.4 0.068
H 5.71064 -3.08249 0.28689 0.0 0.0 0.0 0.459
H 3.57498 -3.44403 -0.89304 0.0 0.0 0.0 0.493
H 1.55084 -2.17841 -0.18612 0.1 0.0 -0.1 0.522
H 3.82803 -0.23162 2.87849 0.1 0.0 0.0 0.532
H 5.85352 -1.49151 2.17056 0.0 0.0 0.0 0.456
H 0.87752 1.90497 4.75250 0.0 0.0 0.0 0.544
H -1.00033 3.54697 4.80915 0.0 0.0 0.0 0.476
H -2.52964 3.71025 2.87305 0.0 0.0 0.0 0.499
H -2.23135 2.26385 0.89424 0.0 0.0 0.0 0.460
F -1.64280 -2.80369 6.33159 0.0 0.0 0.0 -0.339
C -1.85107 -3.41074 5.14977 0.0 0.1 0.0 0.079
C -1.45875 -2.75890 4.02274 0.0 0.1 0.0 -0.657
C -1.68427 -3.31758 2.75507 0.0 0.0 0.0 0.865
C -1.29853 -2.62458 1.54525 -0.1 -0.2 -0.1 1.288
O -0.80702 -1.44054 1.70565 -0.1 0.0 -0.1 -0.935
C -1.49674 -3.29654 0.33467 0.1 0.1 0.0 -0.121
C -2.11174 -4.52972 0.35302 0.0 -0.1 0.0 -0.642
N -2.54229 -5.14603 1.45032 0.0 0.1 0.0 0.235
C -3.21306 -6.43575 1.33004 0.0 0.0 0.1 -0.330
C -4.66645 -6.52139 1.69711 -0.1 0.0 0.0 -0.387
C -4.24562 -6.60662 0.26303 0.0 0.0 -0.1 -0.964
C -2.31600 -4.56737 2.69292 0.0 0.0 0.0 -0.819
C -2.69476 -5.22691 3.86821 0.0 -0.1 -0.1 -0.610
C -2.48911 -4.67263 5.12032 0.0 -0.1 0.1 -0.943
N -2.88263 -5.35894 6.27507 0.0 0.0 -0.1 0.201
C -4.11269 -6.13948 6.28973 0.0 0.1 0.1 -0.714
C -3.83874 -7.50867 6.91277 -0.1 0.0 -0.1 -0.747
N -2.76922 -7.35263 7.96837 0.0 0.0 0.0 -0.122
C -2.86524 -6.00994 8.63230 0.0 0.1 0.0 -0.833
C -2.48181 -4.92833 7.61728 0.0 0.0 0.0 -0.698
C -1.07552 -2.79611 -1.02459 -0.2 -0.1 0.1 0.072
O -1.23092 -3.51310 -1.98558 0.1 0.1 0.0 -0.709
O -0.55177 -1.61275 -1.06773 0.4 0.7 -0.8 -0.819
H -0.98786 -1.78967 4.11104 0.0 0.0 0.0 0.619
H -2.26862 -5.03445 -0.59154 0.0 0.0 0.0 0.895
H -2.56156 -7.26915 1.55945 0.0 0.0 0.0 0.418
H -5.15476 -5.61007 2.01722 0.0 0.0 0.0 0.222
H -5.01288 -7.41985 2.18939 0.0 0.0 0.0 0.316
H -4.46789 -5.76034 -0.37249 0.0 0.0 0.0 0.356
H -4.29179 -7.56268 -0.23705 0.0 0.0 0.0 0.277
H -3.14951 -6.20089 3.78281 0.0 0.0 0.0 0.986
H -4.50828 -6.27919 5.28961 0.0 0.0 0.0 0.479
H -4.88374 -5.61002 6.85899 0.0 0.0 0.0 0.322
H -3.47498 -8.23230 6.18663 0.0 0.0 0.0 0.430
H -4.73147 -7.90797 7.39037 0.0 0.0 0.1 0.379
H -1.85084 -7.42819 7.52742 0.0 0.0 0.0 0.382
H -2.83660 -8.10658 8.65393 0.0 0.0 0.0 0.358
H -2.19382 -5.98595 9.48715 0.0 -0.1 0.0 0.405
H -3.88511 -5.90842 8.99659 0.0 0.0 0.0 0.367
H -1.40363 -4.77914 7.63446 0.0 0.0 0.0 0.525
H -2.95343 -3.99387 7.93006 0.0 0.0 0.0 0.402
C 6.12714 1.88281 -3.01554 0.0 0.0 0.1 -1.328
C 4.84725 1.91404 -3.81996 0.1 0.0 0.0 0.614
C 4.45456 3.29605 -4.29641 -0.1 0.0 0.0 -1.212
O 3.76594 1.27560 -3.04616 0.1 0.2 -0.3 -0.286
P 2.88154 1.79817 -1.88007 0.0 -0.7 0.2 -0.303
O 2.43371 0.69417 -1.01431 -0.3 -0.1 0.4 -0.617
C 1.45065 2.62013 -2.63753 -0.2 -0.1 0.3 0.210
P -0.17550 1.85646 -2.42230 0.3 -0.2 -0.1 0.029
O -0.53961 1.49272 -0.97471 0.7 -0.5 0.0 -0.039
O -0.34931 0.61293 -3.29986 0.0 0.0 0.0 -0.529
C -0.18858 0.33791 -4.74961 0.1 -0.1 -0.2 0.494
C -0.56511 1.52773 -5.60012 0.0 0.1 0.1 -1.284
C 1.21305 -0.17206 -4.98250 0.0 0.0 0.1 -1.001
O -1.17577 2.94680 -2.89576 -0.2 0.1 0.0 -0.092
C -1.56096 4.11144 -2.06805 0.0 0.0 0.0 1.087
C -3.03299 3.97436 -1.76210 0.0 0.0 0.0 -1.459
C -1.21342 5.35664 -2.84770 0.0 0.0 0.0 -1.464
O 3.71559 2.92172 -1.16408 0.0 0.3 0.0 -0.024
C 3.54746 3.29421 0.23865 0.0 -0.1 0.1 1.050
C 2.17120 3.88411 0.47917 0.0 0.0 0.0 -0.798
C 4.66499 4.26023 0.55314 0.0 0.0 0.0 -1.651
H 6.95086 2.22618 -3.64108 0.0 0.0 0.0 0.504
H 6.34661 0.86714 -2.68639 0.0 0.0 0.0 0.332
H 6.05751 2.53367 -2.14414 0.0 0.0 0.0 0.155
H 4.94095 1.24809 -4.67606 0.0 0.0 0.0 0.387
H 4.25498 3.96369 -3.45657 0.0 0.0 0.0 0.210
H 3.58102 3.26118 -4.94943 0.0 0.0 0.0 0.274
H 5.27710 3.71958 -4.87142 0.0 0.0 0.0 0.518
H 1.64475 2.70538 -3.70748 -0.2 0.1 0.0 0.236
H 1.36139 3.62773 -2.22507 0.0 0.0 -0.1 0.453
H -0.89943 -0.46956 -4.90884 -0.1 0.0 0.1 0.335
H 0.13413 2.35739 -5.46904 0.0 0.0 0.0 0.238
H -1.56890 1.88256 -5.37298 0.0 0.0 0.0 0.306
H -0.53464 1.22574 -6.64632 0.0 0.0 0.0 0.527
H 1.95299 0.62515 -4.88581 0.0 0.0 0.0 0.061
H 1.27976 -0.57554 -5.99278 0.0 0.0 0.0 0.532
H 1.45689 -0.96387 -4.27501 0.0 0.0 0.0 0.240
H -0.98634 4.06765 -1.13800 0.1 -0.1 0.0 0.019
H -3.61667 4.01913 -2.68147 0.0 0.0 0.0 0.373
H -3.34911 4.78833 -1.10956 0.0 0.0 0.0 0.408
H -3.23976 3.02462 -1.26787 0.0 0.0 0.0 0.256
H -1.77046 5.38277 -3.78426 0.0 0.0 0.0 0.341
H -0.14850 5.40180 -3.07910 0.0 0.0 0.0 0.294
H -1.47548 6.23861 -2.26366 0.0 0.0 0.0 0.439
H 3.67104 2.38006 0.82643 0.0 0.0 -0.1 -0.265
H 2.04130 4.79688 -0.10645 0.0 0.0 0.0 0.320
H 2.07207 4.14946 1.53293 0.0 0.0 0.0 0.570
H 1.37608 3.17548 0.23316 0.0 0.0 0.0 -0.194
H 4.55683 5.17181 -0.03540 0.0 0.0 0.0 0.361
H 5.63460 3.81642 0.33041 0.0 0.0 0.0 0.422
H 4.63826 4.52632 1.60995 0.0 0.0 0.0 0.416
```
Forces are in eV/Å.

***

# 6
C3H4O | ωB97M-V with the def2-TZVPD basis set

Summary:
Energy relative to the best compared isomer or geometry (same formula, charge and spin) ... 65.9 kJ/mol
2S+1 ... 1
SMILES ... C=CC=O
Largest force on an atom ... 4.020 eV/A
Orbital gap ... 10.4 eV

Structure (XYZ):
```
8
Properties=species:S:1:pos:R:3:forces:R:3:mulliken_charge:R:1
C -0.63702 -0.37851 -0.39137 2.4 0.8 2.9 -0.598
C 0.13966 -0.13039 0.69781 0.1 0.6 0.9 -0.081
C 1.43671 0.89155 0.74957 -3.1 -1.7 2.0 0.026
O 1.90876 1.39017 1.74539 -0.6 -1.0 -1.1 -0.446
H -1.55241 -0.91123 -0.42491 -0.5 -0.5 0.2 0.277
H -0.21931 0.02315 -1.24425 0.3 0.7 -2.3 0.209
H -0.16171 -0.50868 1.69180 0.2 0.3 -0.5 0.275
H 1.70047 1.13542 -0.22691 1.1 0.7 -2.1 0.337
```
Forces are in eV/Å.